{
  "formula": "C5H13NO",
  "method": "ωB97M-V/def2-TZVPD",
  "elements": ["C", "C", "C", "C", "N", "C", "H", "H", "H", "H", "H", "H", "H", "H", "H", "H", "H", "O", "H", "H"],
  "xyz": [[0.34666, -2.69346, 0.85906], [0.68537, -1.49378, 1.29642], [-0.32383, -0.43811, 1.66770], [-0.65488, 0.55960, 0.57133], [0.50498, 0.84375, -0.32060], [0.75673, 2.29417, -0.42841], [-0.67097, -3.04505, 0.82262], [1.15789, -3.34905, 0.56345], [1.70442, -1.15664, 1.19578], [0.08578, 0.08773, 2.54602], [-1.22442, -0.89580, 2.08791], [-1.01676, 1.48332, 1.01093], [-1.47947, 0.22773, -0.05412], [0.19839, 0.55323, -1.24000], [-0.06133, 2.80571, -0.93297], [0.98938, 2.70402, 0.54553], [1.63199, 2.44831, -1.06695], [-0.61980, -0.06896, -3.22401], [-1.51705, 0.13326, -2.90495], [-0.49309, -0.99998, -2.99474]],
  "charge": 0
}

---

{
  "formula": "C5H13NO",
  "method": "ωB97M-V/def2-TZVPD",
  "elements": ["C", "C", "C", "C", "N", "C", "O", "H", "H", "H", "H", "H", "H", "H", "H", "H", "H", "H", "H", "H"],
  "xyz": [[0.05053, -0.32772, 1.81217], [0.39585, 0.68574, 0.71062], [-0.52827, 1.92159, 0.80725], [0.30691, 0.09934, -0.73975], [1.67035, -0.38785, -1.17428], [-0.72341, -1.02218, -0.85834], [-0.70946, -1.54237, -2.16851], [0.39913, -1.35791, 1.69908], [0.53113, 0.09401, 2.69776], [-1.01114, -0.47128, 2.02201], [1.43594, 0.99378, 0.78616], [-0.03969, 2.67608, 0.18818], [-1.41595, 1.67061, 0.21908], [-0.76822, 2.20461, 1.82557], [0.06466, 0.85614, -1.49434], [1.93437, 0.19840, -1.95543], [1.50199, -1.32279, -1.53522], [-1.72461, -0.74809, -0.51385], [-0.37757, -1.75911, -0.12994], [-0.99257, -2.46102, -2.19823]],
  "charge": 0
}

---

{
  "formula": "C5H13NO",
  "method": "ωB97M-V/def2-TZVPD",
  "elements": ["C", "C", "C", "C", "C", "N", "H", "H", "H", "H", "H", "H", "H", "H", "H", "H", "H", "O", "H", "H"],
  "xyz": [[2.34179, 0.33991, -0.01258], [0.84444, 0.47614, -0.12555], [0.16138, -0.68804, -0.77776], [0.18360, 1.52666, 0.35197], [-1.30053, 1.72130, 0.30835], [0.82438, 2.70992, 0.89080], [2.58912, -0.28400, 0.83565], [2.84110, 1.30470, -0.03545], [2.72097, -0.19478, -0.89704], [-0.91790, -0.59774, -0.79029], [0.48829, -1.63126, -0.35293], [0.49274, -0.71315, -1.81219], [-1.49362, 2.56748, -0.36110], [-1.92778, 0.86855, 0.01943], [-1.65074, 1.99740, 1.30147], [1.21720, 2.48540, 1.79893], [1.58836, 3.00122, 0.29930], [-3.15517, -5.08537, -0.55919], [-2.38167, -5.44054, -0.07920], [-3.46596, -4.36379, -0.00263]],
  "charge": 0
}

---

{
  "formula": "C5H13NO",
  "method": "ωB97M-V/def2-TZVPD",
  "elements": ["C", "O", "C", "C", "C", "C", "N", "H", "H", "H", "H", "H", "H", "H", "H", "H", "H", "H", "H", "H"],
  "xyz": [[-0.00957, 1.00664, 1.25502], [-0.54175, 2.22574, 1.61728], [-0.65195, 0.43347, -0.05747], [0.02722, -0.78902, -0.74994], [0.67614, -1.65935, 0.34138], [1.08450, -0.30326, -1.74524], [-2.00933, 0.16226, 0.23200], [1.07598, 1.09139, 1.13911], [-0.17401, 0.22905, 2.03206], [0.02403, 2.80898, 2.12325], [-0.63684, 1.33028, -0.69886], [-0.72573, -1.35653, -1.30169], [0.02758, -1.82321, 1.19798], [1.28214, -2.51398, 0.02887], [1.47910, -1.00375, 0.74940], [0.72330, 0.23194, -2.65242], [1.92078, 0.28678, -1.32723], [1.55539, -1.20345, -2.17985], [-2.58549, -0.13501, -0.56242], [-2.54151, 0.98103, 0.55875]],
  "spin_multiplicity": 2,
  "charge": 1
}

---

{
  "formula": "C5H13NO",
  "method": "ωB97M-V/def2-TZVPD",
  "elements": ["C", "C", "C", "C", "N", "C", "H", "H", "H", "H", "H", "H", "H", "H", "H", "H", "H", "H", "H", "O"],
  "xyz": [[2.78896, -0.84135, -0.82885], [2.00031, 0.28488, -0.17291], [0.50979, 0.28771, -0.51897], [-0.33007, 0.87591, 0.33109], [-1.76308, 0.98575, 0.43665], [-0.08607, -0.42984, -1.69437], [3.83935, -0.62221, -0.80739], [2.61996, -1.81840, -0.36333], [2.51166, -0.74785, -1.90245], [2.38080, 0.48037, 0.91275], [2.35993, 1.31024, -0.53461], [0.17588, 1.59465, 0.93776], [-2.27511, 0.48163, -0.30156], [-1.87294, 1.92763, 0.20624], [-0.15477, 0.20755, -2.58615], [-1.16312, -0.78111, -1.36211], [0.49658, -1.28101, -2.04141], [-1.88475, -1.08531, 2.62341], [-2.52539, -0.08622, 1.77300], [-2.68300, -0.94301, 2.21167]],
  "spin_multiplicity": 2,
  "charge": 1
}

---

{
  "formula": "C5H13NO",
  "method": "ωB97M-V/def2-TZVPD",
  "elements": ["C", "C", "C", "O", "C", "N", "C", "H", "H", "H", "H", "H", "H", "H", "H", "H", "H", "H", "H", "H"],
  "xyz": [[-0.30743, -0.30766, -0.82093], [-0.08648, 1.21377, -1.02263], [1.34865, 1.66408, -1.17898], [-0.74225, 1.61005, -2.20297], [0.57985, -0.93604, 0.28269], [-0.16113, -1.79711, 1.13102], [-0.99872, -1.23308, 2.21812], [-1.29746, -0.31604, -0.32460], [-0.52227, -0.93064, -1.67621], [-0.56226, 1.70597, -0.15736], [1.31416, 2.70056, -1.51393], [1.79785, 1.10065, -1.99911], [2.01808, 1.54061, -0.33125], [-1.70936, 1.47929, -2.16125], [1.02877, -0.09279, 0.83005], [1.46597, -1.45093, -0.09651], [0.41984, -2.52180, 1.56718], [-0.39025, -0.50860, 2.75320], [-1.93244, -0.89379, 1.80392], [-1.26314, -2.02649, 2.89955]],
  "spin_multiplicity": 2,
  "charge": 1
}

---

{
  "formula": "C5H13NO2",
  "method": "ωB97M-V/def2-TZVPD",
  "elements": ["C", "C", "O", "C", "C", "N", "C", "O", "H", "H", "H", "H", "H", "H", "H", "H", "H", "H", "H", "H", "H"],
  "xyz": [[-1.18261, -1.55273, 1.59495], [-0.46921, -0.23854, 1.39732], [-0.47297, 0.45106, 2.66360], [0.96273, -0.45849, 0.84482], [0.99774, -0.37243, -0.67747], [0.54131, 0.99186, -1.07899], [-0.31128, 1.02578, -2.20096], [-0.28562, 2.34404, -2.75791], [-1.10100, -1.87873, 2.64627], [-0.72179, -2.36458, 1.02927], [-2.20315, -1.55333, 1.20634], [-1.03137, 0.36792, 0.66907], [0.45258, 0.70957, 2.80863], [1.76873, 0.18877, 1.21949], [1.20430, -1.45989, 1.23885], [0.27236, -1.11641, -1.05080], [1.94509, -0.52021, -1.20591], [0.29781, 1.58471, -0.30227], [0.11783, 0.40161, -3.01723], [-1.37955, 0.76749, -2.10750], [0.59807, 2.68252, -2.91958]],
  "charge": 0
}

---

{
  "formula": "C5H13NO2",
  "method": "ωB97M-V/def2-TZVPD",
  "elements": ["O", "C", "C", "C", "N", "C", "C", "O", "H", "H", "H", "H", "H", "H", "H", "H", "H", "H", "H", "H", "H"],
  "xyz": [[-2.75268, 1.08949, -0.53149], [-2.11762, 0.34287, 0.46957], [-1.08650, 1.11902, 1.25014], [0.15771, 1.50701, 0.43005], [0.52308, 0.50536, -0.58212], [1.25520, -0.64242, -0.08402], [1.34051, -1.71549, -1.14314], [2.61777, -2.40269, -1.05933], [-2.24728, 1.84546, -0.84073], [-1.69987, -0.60229, 0.11813], [-2.90170, -0.04128, 1.11901], [-0.77957, 0.52346, 2.11700], [-1.48641, 2.02335, 1.71607], [1.01207, 1.59539, 1.11310], [-0.01215, 2.42426, -0.11057], [1.00624, 0.96775, -1.32902], [0.62417, -1.01645, 0.74014], [2.19367, -0.46565, 0.45911], [1.30310, -1.37984, -2.17789], [0.55122, -2.45756, -1.03882], [2.49902, -3.21976, -0.63518]],
  "charge": 0
}

---

{
  "formula": "C5H13NO2",
  "method": "ωB97M-V/def2-TZVPD",
  "elements": ["N", "C", "C", "C", "C", "C", "H", "H", "H", "H", "H", "H", "H", "H", "H", "H", "H", "O", "H", "H", "O"],
  "xyz": [[-1.09347, -0.19617, -0.59508], [0.01281, 0.24734, 0.32405], [0.12017, -0.71086, 1.45175], [0.74164, -2.02211, 1.53156], [1.06524, -2.59574, 2.77387], [1.26116, 0.01181, -0.51388], [-1.92324, -0.23716, -0.09539], [-0.23360, 1.32211, 0.62247], [-0.33808, -0.63590, 2.40251], [0.92835, -2.66932, 0.72200], [1.31883, -3.57616, 2.83008], [1.06836, -2.10667, 3.74976], [1.07290, -0.01354, -1.55054], [1.50342, -0.85276, -0.03510], [2.08064, 0.72529, -0.53785], [-0.87376, 3.51677, -1.42481], [-1.06901, 0.49462, -1.28144], [-0.63300, 2.64109, -1.16769], [-2.20851, 2.52947, -3.52849], [-1.16356, 2.23282, -2.42495], [-1.63730, 1.89507, -3.25282]],
  "charge": 0
}

---

{
  "formula": "C5H13NO2",
  "method": "ωB97M-V/def2-TZVPD",
  "elements": ["O", "C", "C", "C", "C", "C", "N", "H", "H", "H", "H", "H", "H", "H", "H", "H", "H", "H", "H", "H", "O"],
  "xyz": [[3.00527, 0.32502, 1.01536], [2.01804, 0.04843, 1.77215], [0.76978, -0.53477, 0.84911], [0.20807, 0.73841, 0.16397], [-1.90329, 1.13604, -1.25060], [-1.32523, 0.52998, 0.03288], [1.23179, -1.50821, -0.02890], [1.58263, 0.92332, 2.29592], [2.18963, -0.78386, 2.52026], [0.42273, 1.65698, 0.71412], [0.69250, 0.74389, -0.82292], [-1.52266, 2.15157, -1.52357], [-2.96440, 1.29602, -1.04835], [-1.55407, -0.53404, 0.04363], [-1.65418, 0.50247, -2.09776], [-1.91950, 1.00644, 0.85271], [-0.01985, -0.87821, 1.51753], [0.52104, -1.65784, -0.80231], [2.17320, -1.32587, -0.36271], [-1.04722, -2.28303, -2.23287], [-0.90428, -1.55274, -1.60764]],
  "charge": 0
}

---

{
  "formula": "C5H13NO2",
  "method": "ωB97M-V/def2-TZVPD",
  "elements": ["C", "C", "C", "C", "C", "N", "O", "O", "H", "H", "H", "H", "H", "H", "H", "H", "H", "H", "H", "H", "H"],
  "xyz": [[-2.19073, -0.91335, 0.27092], [-1.84359, -0.84306, -1.17884], [0.84019, -0.74645, 0.26503], [1.69795, 2.03923, -0.98659], [0.86991, -0.97873, 1.73431], [-1.01838, -0.16796, -0.17217], [1.15433, 1.59877, 0.22343], [-1.19257, 1.19166, -0.12085], [-0.10541, 1.54030, 0.12128], [-2.00988, -1.82889, 0.82178], [-3.02046, -0.31798, 0.62631], [-2.43434, -0.18450, -1.80097], [-1.38266, -1.69216, -1.66764], [1.78173, -0.38788, -0.13261], [0.61077, -1.62370, -0.33236], [0.93402, 2.20742, -1.76745], [2.39861, 1.30320, -1.41747], [2.22112, 2.99289, -0.83295], [-0.03628, -1.46319, 2.10151], [1.68968, -1.67031, 1.96248], [1.03597, -0.05532, 2.28284]],
  "charge": 0
}

---

{
  "formula": "C5H13NO2",
  "method": "ωB97M-V/def2-TZVPD",
  "elements": ["C", "N", "O", "C", "O", "H", "H", "H", "H", "H", "C", "C", "C", "H", "H", "H", "H", "H", "H", "H", "H"],
  "xyz": [[-2.37180, 1.13703, -0.41637], [-1.45367, 0.25155, 0.26826], [-1.77385, 0.07632, 1.64200], [-0.99980, -0.92046, -0.36972], [-1.19737, -1.11200, -1.56654], [-2.24145, 1.02935, -1.48608], [-2.12937, 2.17099, -0.15275], [-3.40384, 0.91786, -0.16019], [-1.22673, 0.72738, 2.11924], [-0.95591, -1.74028, 0.36895], [1.67387, -0.57041, 1.26455], [1.39319, -0.75362, -0.34438], [1.48803, 0.51599, -1.16105], [0.78797, -0.04701, 1.62036], [1.68535, -1.55751, 1.71498], [2.51680, 0.05826, 1.57590], [2.50799, -0.95210, -0.02310], [1.25356, -1.73675, -0.78442], [0.76333, 1.24217, -0.80297], [2.46883, 0.98592, -1.11773], [1.21488, 0.27733, -2.18893]],
  "charge": 0
}

---

DFT total energy / eV: -8932.1328; -8932.7783; -8932.8109; -8923.9296; -8923.5270; -8923.9424; -10979.7498; -10979.6894; -10973.5253; -10973.8273; -10974.7446; -10976.3699